# 1
ORCA calculation (ωB97M-V/def2-TZVPD) on a 2-piece molecular cluster, C3H7NO2 overall.

Properties
**Max |F|**: 0.91 eV/Å
**SMILES**: CC=O.NC=O
**Energy relative to the best compared isomer or geometry (same formula, charge and spin)**: 35.20 kcal/mol
**Orbital gap**: 10.846 eV
**DFT total energy**: -323.72488 Eh
**Multiplicity**: 1

Last column: Löwdin charge in e.
Cartesian coordinates (Å):
C 0.054 -1.593 -0.640  -0.0600
C -0.289 -0.456 -1.540  -0.3651
O -1.360 0.111 -1.531  0.0127
H -0.521 -1.639 0.292  0.0926
H 1.124 -1.712 -0.446  0.0881
H -0.316 -2.354 -1.340  0.0960
H 0.477 -0.240 -2.304  0.1304
N -0.053 1.477 1.917  0.1345
C 0.356 1.037 0.705  -0.4327
O 1.501 0.958 0.300  0.0203
H -1.043 1.649 2.000  0.1001
H 0.581 2.029 2.469  0.1036
H -0.510 0.732 0.118  0.0796

=====

# 2
ORCA calculation (ωB97M-V/def2-TZVPD) on one molecule with the formula C4H12N2O.

Properties
**Max |F|**: 5.29 eV/Å
**SMILES**: NCCNCCO
**Energy relative to the best compared isomer or geometry (same formula, charge and spin)**: 85.80 kcal/mol
**Orbital gap**: 9.502 eV
**DFT total energy**: -344.24829 Eh
**Multiplicity**: 1

Last column: Löwdin charge in e.
Cartesian coordinates (Å):
N 0.424 -0.178 -2.972  0.0174
C -0.700 -0.047 -2.099  -0.3293
C -0.510 -0.436 -0.633  -0.2454
N 0.777 0.201 -0.107  -0.0824
C 0.925 -0.202 1.277  -0.2822
C -0.150 0.283 2.247  -0.2583
O 0.027 0.548 3.644  -0.0496
H 0.708 -1.184 -2.984  0.1074
H 0.536 0.476 -3.672  0.0339
H -1.546 -0.696 -2.323  0.0975
H -1.080 0.901 -1.953  0.0800
H -1.546 -0.159 -0.113  0.1406
H -0.367 -1.555 -0.449  0.1201
H 0.584 1.205 -0.120  0.1001
H 0.810 -1.375 1.267  0.1345
H 2.047 0.061 1.446  0.1361
H -0.613 1.263 1.730  0.1548
H -0.735 -0.509 2.014  0.0553
H 0.407 1.403 3.799  0.0694

=====

# 3
ORCA calculation (ωB97M-V/def2-TZVPD) on C5H9N as an isolated structure.

Properties
**Max |F|**: 5.70 eV/Å
**Energy relative to the best compared isomer or geometry (same formula, charge and spin)**: 33.07 kcal/mol
**Orbital gap (alpha / beta)**: 6.373 / 6.428 eV
**Total charge**: -1
**DFT total energy**: -250.53111 Eh
**Multiplicity**: 2

Last column: Mulliken spin population.
Cartesian coordinates (Å):
C -2.229 0.115 0.618  0.0060
N -0.800 0.079 0.789  -0.0287
C -0.041 0.014 -0.300  -0.0737
C -0.281 -0.332 -1.601  0.5335
C 2.157 0.105 0.841  -0.0823
C 1.330 0.036 -0.415  0.5436
H -2.599 0.858 -0.125  0.0012
H -2.597 0.537 1.617  0.0002
H -2.651 -0.867 0.306  -0.0046
H 2.556 -0.986 1.043  0.0502
H -1.237 -0.731 -1.934  0.0055
H 0.265 -0.036 -2.419  -0.0023
H 2.934 0.889 0.775  0.0331
H 1.356 0.422 1.597  0.0027
H 1.964 -0.267 -1.231  0.0155

=====

# 4
ORCA calculation (ωB97M-V/def2-TZVPD) on a 3-piece molecular cluster, C25H44Br3N3O12P3S overall.

Properties
**Max |F|**: 7.39 eV/Å
**Orbital gap**: 4.700 eV
**Total charge**: +1
**DFT total energy**: -11189.96851 Eh
**Multiplicity**: 1

Last column: Löwdin charge in e.
Cartesian coordinates (Å):
C -1.775 -2.518 -1.053  -0.1593
C -1.458 -1.252 -2.052  -0.6856
Br -2.095 -1.817 -3.833  0.6650
C -0.077 -0.549 -1.835  -0.2210
C 1.260 -0.740 -2.664  -0.4039
P 0.876 -0.142 -4.471  0.8208
O -0.197 1.198 -4.466  -0.2967
O 2.321 0.154 -5.347  -0.3177
C 2.364 0.197 -1.888  -0.2832
C 2.838 1.533 -2.601  -0.1526
C 2.776 2.886 -1.688  -0.0954
C 1.316 3.201 -1.142  -0.3348
O 0.243 3.075 -1.779  0.0646
N 1.227 3.754 0.243  0.0166
C 0.408 2.899 1.124  -0.2047
C 1.087 1.786 1.977  -0.0267
C 0.207 0.919 2.947  -0.0633
C -1.307 1.234 3.016  -0.0646
C -1.982 2.341 2.140  -0.0534
C -1.132 3.208 1.169  0.0139
N 3.489 -0.626 -1.229  -0.6574
Br 2.795 -1.632 0.258  0.9891
P 4.606 0.429 -0.236  0.3222
S 6.078 1.230 -1.155  0.3315
C 4.265 -1.466 -2.188  -0.3644
P 5.424 -2.765 -1.426  0.6379
O 6.258 -3.284 -2.631  -0.3218
O 4.583 -4.171 -0.879  -0.1870
O 6.552 -2.181 -0.315  -0.2220
C 3.374 -2.307 -3.229  -0.1777
C 1.767 -2.248 -2.996  -0.6993
N 1.290 -3.338 -2.135  0.0024
Br 1.155 -2.908 -4.844  0.7174
H -2.874 -2.513 -0.724  0.0793
H -1.118 -2.369 -0.110  0.0795
H -1.472 -3.516 -1.509  0.0640
H -2.268 -0.491 -1.708  0.1086
H -0.270 0.598 -1.829  0.1190
H 0.199 -0.761 -0.724  0.0940
H 0.203 2.021 -4.094  0.0353
H 2.031 0.539 -6.213  0.0839
H 1.844 0.589 -0.921  0.1078
H 2.270 1.896 -3.517  0.0980
H 3.908 1.347 -3.005  0.1028
H 3.001 3.746 -2.436  0.1537
H 3.616 2.966 -0.925  0.0727
H 0.897 4.730 0.227  0.1307
H 2.203 1.549 1.966  0.0604
H 0.725 0.111 3.558  0.0882
H -1.960 0.629 3.727  0.0916
H -3.100 2.578 2.213  0.1026
H -1.559 4.041 0.514  0.1128
H 5.174 -0.333 0.864  0.0018
H 3.695 1.339 0.436  0.0036
H 4.950 -0.803 -2.846  0.1401
H 4.985 -4.500 -0.043  0.0903
H 7.457 -2.116 -0.693  0.1056
H 3.579 -1.923 -4.296  0.1061
H 3.661 -3.423 -3.249  0.1247
H 0.865 -3.054 -1.251  0.0238
H 0.683 -4.009 -2.620  0.0523
C -1.121 -8.746 2.608  -0.0661
C -0.762 -7.454 3.320  -0.2134
O -1.150 -6.306 2.551  0.0228
C -2.466 -6.043 2.524  -0.5882
O -3.332 -6.670 3.084  0.1293
O -2.662 -4.964 1.742  -0.0149
C -4.039 -4.642 1.545  -0.0431
H -0.689 -8.764 1.605  0.0820
H -0.758 -9.610 3.169  0.0833
H -2.202 -8.848 2.488  0.0755
H 0.322 -7.399 3.434  0.1201
H -1.196 -7.409 4.322  0.1266
H -4.556 -4.511 2.496  0.1000
H -4.520 -5.420 0.948  0.1048
H -4.089 -3.703 0.993  0.0756
C -5.227 8.594 0.968  -0.0683
C -6.049 7.636 1.811  -0.2095
O -5.321 6.435 2.102  0.0294
C -4.343 6.555 3.013  -0.5868
O -4.035 7.562 3.603  0.1258
O -3.745 5.355 3.145  -0.0186
C -2.612 5.372 4.014  -0.0503
H -4.876 8.100 0.058  0.0804
H -5.816 9.471 0.694  0.0827
H -4.339 8.935 1.504  0.0731
H -6.934 7.333 1.247  0.1236
H -6.400 8.105 2.734  0.1273
H -2.871 5.769 4.997  0.1002
H -1.807 5.956 3.563  0.1001
H -2.268 4.344 4.137  0.0744